Record 1
DFT (ωB97M-V/def2-TZVPD) results for C21H30N4O3 in the gas phase.

## Properties
- energy relative to the best compared isomer or geometry (same formula, charge and spin) (eV) = 3.209
- electronic energy (eV) = -34366.497
- orbital gap (eV) = 8.9
- structure (SMILES) = COC[C@H](C)N1CCC(n2nccc2NC(=O)CCOc2ccccc2)CC1

```
58
Properties=species:S:1:pos:R:3:mulliken_charge:R:1
C 3.93963 3.15151 -3.72750 -0.682
O 2.57915 2.86631 -3.93382 -0.386
C 1.87260 2.48086 -2.77758 -0.794
C 2.10064 1.00644 -2.38668 0.253
C 1.39909 0.08465 -3.39009 -1.452
N 1.75043 0.80740 -0.98988 0.157
C 2.31388 -0.38763 -0.39372 -0.492
C 2.25011 -0.27581 1.12748 -0.894
C 0.79841 -0.12485 1.57054 0.060
N 0.71916 0.06455 3.00026 1.129
N 1.71424 0.64570 3.67672 -1.412
C 1.28649 0.78579 4.91457 -0.445
C -0.01701 0.29809 5.06596 -0.727
C -0.35274 -0.15396 3.80644 0.554
N -1.50840 -0.74655 3.32200 0.043
C -2.74132 -0.66362 3.88828 0.622
O -2.98647 -0.08125 4.91813 -0.623
C -3.80829 -1.40225 3.08096 -1.037
C -3.74441 -1.13707 1.57721 -0.687
O -2.64799 -1.86108 1.04391 -0.449
C -2.38709 -1.80024 -0.29828 0.595
C -1.32923 -2.59632 -0.73884 -0.212
C -0.97588 -2.60526 -2.07234 -0.387
C -1.66624 -1.82000 -2.98294 -0.711
C -2.71090 -1.02833 -2.54435 -0.590
C -3.07858 -1.01204 -1.20792 -0.367
C 0.17883 1.07096 0.83942 -0.886
C 0.34039 0.90506 -0.66972 0.110
H 4.06893 3.91667 -2.95244 0.304
H 4.31870 3.52831 -4.67574 0.253
H 4.51346 2.26305 -3.44147 0.263
H 2.14495 3.11976 -1.92615 0.385
H 0.82148 2.64696 -3.02720 0.347
H 3.17939 0.82038 -2.44819 0.301
H 0.32090 0.21725 -3.34518 0.230
H 1.63359 -0.95786 -3.18801 0.302
H 1.73767 0.33442 -4.39194 0.547
H 1.77804 -1.29980 -0.71522 0.136
H 3.35672 -0.47702 -0.70475 0.554
H 2.69395 -1.15778 1.59029 0.403
H 2.80519 0.60090 1.45697 0.330
H 0.24838 -1.03807 1.30481 -0.277
H 1.92234 1.22455 5.65714 0.460
H -0.63137 0.28095 5.93994 0.452
H -1.43870 -1.24579 2.44309 0.141
H -4.78126 -1.09663 3.46497 0.385
H -3.69043 -2.47449 3.25448 0.314
H -4.67447 -1.47525 1.10243 0.521
H -3.62217 -0.06194 1.38644 0.417
H -0.80625 -3.20772 -0.01892 0.364
H -0.15915 -3.22902 -2.40355 0.416
H -1.39051 -1.82882 -4.02596 0.427
H -3.25390 -0.41224 -3.24539 0.387
H -3.89993 -0.38830 -0.89266 0.422
H 0.69492 1.97610 1.16112 0.325
H -0.87942 1.16555 1.09202 0.346
H -0.21892 0.01014 -0.99466 -0.312
H -0.08063 1.77467 -1.17445 0.568
```


Record 2
DFT (ωB97M-V/def2-TZVPD) results for C21H30N6 in the gas phase at a distorted geometry.

## Properties
- electronic energy (eV) = -31203.959
- orbital gap (eV) = 9.0
- structure (SMILES) = Cc1ccc([C@H](c2nnnn2C2CCCC2)N2CCN3CCC[C@@H]3C2)cc1

```
57
Properties=species:S:1:pos:R:3:mulliken_charge:R:1
C 2.25797 2.27079 -5.06054 -1.530
C 2.04538 1.71396 -3.68636 0.940
C 0.81958 1.82654 -3.04545 -0.948
C 0.63119 1.31746 -1.77185 0.024
C 1.67561 0.69115 -1.10412 -0.039
C 1.50705 0.07713 0.26958 0.651
C 1.48628 -1.40567 0.11016 -0.585
N 2.35536 -2.21426 0.67700 -0.288
N 2.04121 -3.43989 0.28652 -0.874
N 1.03664 -3.43119 -0.48366 -0.387
N 0.64588 -2.16325 -0.63969 1.042
C -0.49393 -1.78835 -1.43393 1.453
C -1.76057 -1.63890 -0.57414 -0.411
C -2.88569 -2.04526 -1.51801 -0.894
C -2.29102 -3.24890 -2.24469 -0.598
C -0.83391 -2.84804 -2.50150 -1.005
N 0.32236 0.57493 0.96400 0.913
C 0.50449 1.96844 1.34744 -0.769
C -0.81320 2.49665 1.92205 -1.305
N -1.30177 1.73230 3.04271 -0.054
C -0.68946 1.95475 4.33677 -0.543
C -1.31501 0.84753 5.18332 -0.726
C -1.48827 -0.32123 4.19866 -1.008
C -1.28561 0.29914 2.80602 0.276
C 0.02686 -0.18771 2.16903 -1.691
C 2.90552 0.57756 -1.74118 -0.852
C 3.08580 1.08107 -3.01467 -0.948
H 2.78620 1.55475 -5.68723 0.394
H 1.31057 2.52034 -5.53165 0.352
H 2.86315 3.17592 -5.00733 0.296
H -0.00358 2.31465 -3.54788 0.348
H -0.32872 1.41373 -1.28662 0.418
H 2.42073 0.28241 0.86310 0.426
H -0.24673 -0.83468 -1.90679 -0.699
H -1.71495 -2.34044 0.26134 0.277
H -1.86127 -0.63039 -0.17813 -0.028
H -3.08977 -1.23994 -2.22552 0.329
H -3.80622 -2.28456 -0.98856 0.426
H -2.32764 -4.12239 -1.59326 0.300
H -2.81915 -3.48607 -3.16629 0.404
H -0.72137 -2.41505 -3.49534 0.342
H -0.16357 -3.70120 -2.41982 0.338
H 0.78607 2.55448 0.47151 0.659
H 1.31187 2.06774 2.09536 0.405
H -0.69753 3.53791 2.22939 0.467
H -1.57710 2.44786 1.13818 0.335
H 0.40857 1.86000 4.32515 0.266
H -0.94253 2.95456 4.69554 0.465
H -0.69526 0.58251 6.03762 0.346
H -2.28689 1.17634 5.54846 0.282
H -2.47629 -0.76774 4.29111 0.391
H -0.74869 -1.10172 4.37627 0.365
H -2.10840 0.06111 2.12213 0.496
H -0.08160 -1.24401 1.91642 0.670
H 0.85100 -0.10112 2.89865 0.178
H 3.72259 0.08558 -1.23286 0.501
H 4.04775 0.98270 -3.49645 0.410
```


Record 3
DFT (ωB97M-V/def2-TZVPD) results for 5 unconnected molecules or ions with the total composition C21H31B3F12O13 at a distorted geometry.

## Properties
- energy relative to the best compared isomer or geometry (same formula, charge and spin) (eV) = 5.633
- electronic energy (eV) = -83539.159
- orbital gap (eV) = 10.9
- structure (SMILES) = CB1OBOB(CCOC(C)=O)O1.CCOC(=O)C(F)(F)F.CCOC(=O)C(F)(F)F.CCOC(=O)C(F)(F)F.CCOC(=O)C(F)(F)F

```
80
Properties=species:S:1:pos:R:3:mulliken_charge:R:1
C -5.68834 -1.05270 0.79667 -0.653
B -6.74527 -0.78685 -0.43379 0.540
O -7.24286 0.52004 -0.90612 -0.528
B -7.20930 0.57437 -2.38660 0.486
O -7.04083 -0.58695 -3.29371 -0.561
B -6.56953 -1.79004 -2.53913 0.588
C -5.38559 -2.78554 -3.10739 -0.215
C -4.00043 -2.69173 -2.19767 0.114
O -2.78400 -2.42556 -3.03390 -0.353
C -2.28408 -1.05776 -2.67040 0.518
C -2.64142 0.12748 -3.77289 -0.707
O -1.61972 -0.79094 -1.53342 -0.515
O -7.22967 -1.98791 -1.20014 -0.324
H -5.08316 -2.04014 0.50854 0.203
H -4.92309 -0.14526 0.82427 0.159
H -6.17948 -1.27314 1.83596 0.320
H -7.37169 1.63220 -2.92710 -0.110
H -5.15622 -2.47580 -4.22584 0.157
H -5.83424 -3.86828 -3.14898 0.023
H -4.09480 -1.74823 -1.48935 -0.160
H -3.89367 -3.67748 -1.56380 0.259
H -2.88584 1.15369 -3.25884 0.260
H -1.82995 0.23668 -4.62103 0.300
H -3.64034 -0.23682 -4.31368 0.184
C -1.11991 2.37399 1.23294 -1.057
C -1.03961 0.85946 1.22410 0.104
O -0.74085 0.36180 2.53708 -0.339
C -1.80208 0.26229 3.40029 0.385
O -2.95303 0.57490 3.10855 -0.526
C -1.35319 -0.32412 4.73914 0.823
F -0.20043 0.24021 5.20152 -0.232
F -1.11355 -1.66402 4.65635 -0.251
F -2.27634 -0.16274 5.72801 -0.244
H -0.20342 2.80630 1.64639 0.188
H -1.26835 2.76006 0.21961 0.459
H -1.94677 2.72299 1.85976 0.328
H -0.22048 0.54044 0.56966 0.327
H -1.95831 0.40648 0.83377 0.077
C 5.28424 3.96014 2.86789 -0.401
C 4.64275 4.15154 1.50694 -0.299
O 3.21165 4.15945 1.61969 -0.253
C 2.64405 5.34503 2.01145 0.330
O 3.28630 6.36018 2.26539 -0.529
C 1.11990 5.22716 2.04290 0.905
F 0.69247 4.08062 2.64614 -0.286
F 0.58116 5.22085 0.79018 -0.253
F 0.51974 6.25203 2.71041 -0.258
H 4.89719 3.05882 3.35328 0.305
H 6.37139 3.87394 2.77515 -0.280
H 5.06018 4.80035 3.53291 0.333
H 4.90538 3.30909 0.85706 0.339
H 5.00130 5.06238 1.01361 0.317
C 11.68800 4.66510 5.95621 -1.104
C 11.95090 3.58575 4.92362 -0.180
O 10.72841 3.19133 4.28271 -0.307
C 10.29081 4.00272 3.26713 0.214
O 10.87712 5.01752 2.90117 -0.511
C 9.01203 3.44215 2.64392 1.070
F 8.10428 3.03705 3.57828 -0.270
F 9.25942 2.35522 1.85843 -0.262
F 8.36468 4.34363 1.85374 -0.262
H 10.92682 4.33755 6.67113 0.301
H 12.60445 4.91093 6.50172 0.368
H 11.31039 5.57893 5.48640 0.316
H 12.35108 2.69441 5.42000 0.315
H 12.69518 3.90379 4.18440 0.310
C -2.64926 -8.13776 -4.83309 -1.044
C -3.29076 -7.94637 -6.19404 -0.185
O -4.72186 -7.93845 -6.08129 -0.324
C -5.28946 -6.75288 -5.68953 0.390
O -4.64720 -5.73772 -5.43559 -0.498
C -6.81360 -6.87075 -5.65808 0.843
F -7.24104 -8.01728 -5.05484 -0.251
F -7.35235 -6.87705 -6.91080 -0.254
F -7.41377 -5.84588 -4.99057 -0.218
H -3.03632 -9.03908 -4.34770 0.298
H -1.56212 -8.22396 -4.92583 0.365
H -2.87333 -7.29756 -4.16807 0.272
H -3.02813 -8.78881 -6.84392 0.315
H -2.93221 -7.03552 -6.68737 0.294
```


Values of HOMO energy, in order: -8.35, -8.34, -10.74, all in eV.